This record from the Open Molecules 2025 dataset describes a cluster of 14 separate species, C33H97N17O17 in total in a non-equilibrium geometry. The level of theory is the ωB97M-V functional and the def2-TZVPD basis.

Geometry (Å):
C  -4.995  0.728  0.788
O  -4.358  -0.251  0.429
N  -6.328  0.664  0.992
N  -4.469  1.881  1.013
H  -6.958  1.400  1.279
H  -6.785  -0.224  0.841
H  -5.158  2.556  1.311
H  -3.697  2.000  0.372
C  -0.401  -1.563  -3.867
O  -1.483  -1.949  -4.241
N  0.485  -2.327  -3.325
N  0.049  -0.391  -4.216
H  1.330  -1.856  -3.034
H  0.427  -3.312  -3.542
H  -0.696  0.192  -4.570
H  0.881  -0.080  -3.736
C  3.425  -0.896  -2.100
O  2.848  -0.860  -3.172
N  4.618  -1.273  -1.908
N  2.917  -0.536  -0.963
H  5.026  -1.779  -2.681
H  5.151  -1.175  -1.055
H  1.984  -0.150  -0.948
H  3.515  -0.604  -0.152
C  -2.470  2.703  -2.284
O  -2.853  2.209  -1.268
N  -1.334  2.375  -2.777
N  -3.153  3.535  -3.001
H  -0.773  1.594  -2.469
H  -1.139  2.743  -3.697
H  -2.745  3.893  -3.852
H  -4.020  3.894  -2.627
C  2.291  -4.850  2.218
O  2.485  -3.720  1.799
N  3.185  -5.761  2.242
N  1.200  -5.366  2.783
H  4.088  -5.522  1.859
H  3.010  -6.616  2.750
H  0.485  -4.701  3.041
H  1.179  -6.334  3.069
C  -4.482  -3.566  -0.750
O  -4.093  -4.701  -0.798
N  -5.714  -3.209  -0.504
N  -3.690  -2.531  -0.824
H  -6.480  -3.859  -0.609
H  -5.889  -2.220  -0.396
H  -2.811  -2.602  -1.317
H  -3.983  -1.730  -0.283
C  0.124  2.931  1.189
O  0.857  2.195  0.671
N  0.466  3.475  2.287
N  -1.072  3.259  0.780
H  -0.187  4.217  2.490
H  1.419  3.520  2.619
H  -1.550  3.928  1.368
H  -1.540  2.701  0.080
C  -0.085  -4.524  -0.913
C  0.732  -5.589  -1.724
O  0.852  -5.183  -3.070
H  0.038  -4.786  0.138
H  -1.154  -4.624  -1.099
H  0.303  -3.526  -1.119
H  0.199  -6.537  -1.655
H  1.648  -5.842  -1.189
H  1.088  -5.955  -3.589
C  -4.453  -0.651  -2.963
C  -4.580  -0.012  -4.359
O  -3.852  -0.883  -5.283
H  -3.444  -1.035  -2.813
H  -5.115  -1.501  -2.799
H  -4.585  0.138  -2.222
H  -4.126  0.964  -4.188
H  -5.612  0.239  -4.600
H  -3.212  -1.287  -4.693
C  -3.541  -5.304  3.120
C  -2.260  -4.584  2.835
O  -1.538  -4.691  4.058
H  -3.347  -6.327  3.444
H  -4.176  -5.296  2.234
H  -4.135  -4.931  3.955
H  -2.277  -3.511  2.648
H  -1.545  -5.008  2.129
H  -2.170  -4.552  4.767
C  -0.029  -1.006  0.685
C  -0.676  -0.377  -0.501
O  0.189  0.513  -1.194
H  -0.678  -1.637  1.293
H  0.192  -0.253  1.441
H  0.872  -1.589  0.494
H  -1.515  0.213  -0.132
H  -0.988  -1.152  -1.201
H  0.534  1.210  -0.630
C  3.137  2.957  -7.444
O  3.220  2.707  -6.029
C  1.987  2.737  -5.334
C  2.223  2.680  -3.798
N  2.540  4.009  -3.273
C  1.295  4.860  -3.156
C  1.599  6.393  -3.355
O  1.976  6.524  -4.740
C  1.764  7.817  -5.260
H  3.550  3.947  -7.638
H  2.123  2.948  -7.844
H  3.725  2.249  -8.028
H  1.492  1.799  -5.587
H  1.300  3.497  -5.706
H  3.044  1.992  -3.601
H  1.443  2.227  -3.186
H  3.097  4.569  -3.903
H  0.813  4.715  -2.190
H  0.608  4.573  -3.953
H  2.276  6.778  -2.593
H  0.622  6.847  -3.192
H  2.381  8.509  -4.686
H  0.704  8.070  -5.260
H  2.162  7.729  -6.271
C  -4.773  0.901  4.523
O  -3.551  0.251  5.095
C  -2.613  0.037  4.012
C  -1.333  -0.282  4.647
N  -0.970  0.622  5.748
C  -0.721  2.001  5.384
C  -0.743  2.997  6.544
O  -1.676  2.765  7.623
C  -3.060  3.015  7.203
H  -5.361  0.973  5.438
H  -5.325  0.197  3.899
H  -4.748  1.905  4.100
H  -2.543  0.878  3.322
H  -2.963  -0.748  3.342
H  -0.594  -0.338  3.847
H  -1.375  -1.275  5.096
H  -1.771  0.694  6.359
H  -1.495  2.277  4.667
H  0.229  2.030  4.850
H  -0.945  4.030  6.260
H  0.269  2.992  6.949
H  -3.371  2.698  6.208
H  -3.400  4.047  7.298
H  -3.678  2.406  7.863
C  7.707  -2.279  -1.514
O  7.109  -1.105  -1.069
C  7.223  -0.973  0.337
C  6.144  0.045  0.884
N  4.945  -0.653  1.314
C  4.088  0.345  1.947
C  2.882  -0.180  2.760
O  3.369  -0.789  3.925
C  2.327  -1.254  4.724
H  8.709  -2.365  -1.092
H  7.721  -2.065  -2.583
H  7.130  -3.203  -1.473
H  8.187  -0.526  0.579
H  7.337  -1.953  0.800
H  5.973  0.786  0.104
H  6.666  0.583  1.675
H  5.124  -1.315  2.056
H  3.692  0.972  1.147
H  4.667  0.914  2.674
H  2.284  -0.920  2.229
H  2.184  0.637  2.945
H  2.789  -1.549  5.666
H  1.890  -2.084  4.169
H  1.590  -0.479  4.935

Forces on atoms 1 to 6 (eV/Å):
-1.41 -2.14 -0.01
0.23 -0.69 -0.20
-2.14 -1.22 0.20
0.98 1.97 0.77
0.56 0.20 -0.12
0.28 0.13 0.12

The charge is -1. The multiplicity is 2. As for the expectation value of S²: 0.75. The value obtained for the largest force on an atom is 8.33 eV/Å. The calculation puts the orbital gap (alpha / beta) at 1.9 / 8.4 eV. Its total energy is -3525.39365 Eh. The highest occupied orbital energy (alpha / beta) comes out at 0.0 / -6.5 eV.

***

This record from the Open Molecules 2025 dataset describes a cluster of 15 separate species, C33H97N7O45P8 in total in a non-equilibrium geometry. The level of theory is the ωB97M-V functional and the def2-TZVPD basis.

Geometry (Å):
C  2.308  4.384  1.018
N  3.615  4.227  0.301
O  4.435  5.114  0.588
O  3.736  3.450  -0.663
H  2.129  3.583  1.735
H  1.521  4.318  0.266
H  2.322  5.303  1.604
C  -0.026  -1.625  -3.174
N  1.142  -2.285  -2.484
O  0.979  -3.351  -1.902
O  2.184  -1.687  -2.552
H  0.133  -0.547  -3.214
H  -0.914  -2.035  -2.695
H  0.028  -2.013  -4.191
C  1.854  -3.822  5.223
N  2.332  -2.439  5.309
O  1.960  -1.721  6.272
O  3.094  -2.054  4.449
H  2.135  -4.452  6.068
H  2.393  -4.199  4.354
H  0.774  -3.807  5.073
C  -0.704  -0.874  4.479
N  -1.895  -1.777  4.574
O  -1.850  -2.542  5.528
O  -2.793  -1.575  3.809
H  0.207  -1.455  4.339
H  -0.706  -0.420  5.471
H  -0.922  -0.145  3.698
C  2.799  1.345  -2.951
N  4.103  1.493  -3.626
O  4.315  2.313  -4.508
O  4.992  0.666  -3.248
H  2.422  2.334  -2.692
H  2.941  0.808  -2.014
H  2.111  0.970  -3.709
C  0.005  3.177  3.758
N  -0.312  3.134  5.152
O  -0.395  4.181  5.839
O  -0.558  2.026  5.618
H  0.678  2.355  3.515
H  0.367  4.167  3.481
H  -0.906  3.078  3.167
C  2.605  7.904  -1.267
O  2.167  6.558  -1.314
P  1.295  6.082  -2.621
O  0.729  4.709  -2.548
O  0.193  7.222  -2.870
C  -0.656  7.661  -1.839
O  2.315  6.362  -3.840
C  3.147  5.365  -4.337
H  3.671  7.926  -1.040
H  2.060  8.480  -0.519
H  2.560  8.360  -2.255
H  -1.641  7.734  -2.298
H  -0.358  8.598  -1.370
H  -0.843  6.950  -1.034
H  4.034  5.906  -4.666
H  2.754  4.804  -5.185
H  3.414  4.619  -3.588
C  2.759  0.217  1.990
O  2.070  -0.089  0.781
P  0.540  0.374  0.517
O  -0.038  1.162  1.642
O  0.712  1.104  -0.902
C  -0.290  1.958  -1.387
O  -0.278  -0.978  0.069
C  -1.694  -1.031  0.071
H  3.228  1.191  1.844
H  3.348  -0.621  2.363
H  2.053  0.334  2.813
H  -0.230  2.929  -0.895
H  -1.266  1.473  -1.361
H  -0.069  2.001  -2.453
H  -2.188  -1.522  -0.767
H  -2.138  -0.037  0.125
H  -1.982  -1.512  1.005
C  -5.348  -4.690  -1.291
O  -4.340  -4.761  -2.354
P  -4.284  -3.548  -3.448
O  -3.741  -2.248  -2.855
O  -3.520  -4.211  -4.714
C  -2.154  -4.667  -4.601
O  -5.816  -3.464  -3.894
C  -6.338  -2.552  -4.826
H  -6.000  -3.837  -1.478
H  -4.897  -4.656  -0.299
H  -5.943  -5.589  -1.455
H  -1.602  -4.241  -5.439
H  -2.066  -5.751  -4.670
H  -1.643  -4.409  -3.674
H  -6.854  -3.134  -5.589
H  -5.628  -1.955  -5.398
H  -7.094  -1.970  -4.299
C  -4.190  0.463  -1.781
O  -5.243  1.184  -1.273
P  -4.963  2.138  0.006
O  -6.150  2.896  0.412
O  -4.354  1.088  1.097
C  -4.035  1.450  2.452
O  -3.623  2.983  -0.403
C  -3.729  3.946  -1.394
H  -3.208  0.913  -1.632
H  -4.414  0.411  -2.847
H  -4.219  -0.535  -1.345
H  -4.149  2.473  2.812
H  -3.006  1.312  2.785
H  -4.607  0.779  3.093
H  -3.746  4.982  -1.054
H  -4.584  3.849  -2.063
H  -2.860  3.794  -2.033
C  0.257  -7.190  2.759
O  -0.357  -6.226  1.960
P  -0.017  -4.639  1.910
O  -0.579  -3.827  3.027
O  1.556  -4.610  1.594
C  2.115  -3.321  1.251
O  -0.680  -4.235  0.427
C  -2.034  -4.498  0.149
H  -0.369  -7.456  3.611
H  1.229  -6.805  3.066
H  0.451  -8.133  2.249
H  1.441  -2.478  1.405
H  2.393  -3.146  0.211
H  3.001  -3.284  1.884
H  -2.677  -4.438  1.027
H  -2.141  -5.501  -0.265
H  -2.390  -3.935  -0.714
C  -2.679  -0.144  -5.445
O  -1.824  -0.034  -6.607
P  -0.438  0.827  -6.503
O  0.585  0.296  -5.570
O  -0.068  1.037  -8.036
C  1.281  1.260  -8.519
O  -1.012  2.295  -6.027
C  -0.093  3.263  -5.590
H  -2.258  0.315  -4.550
H  -2.855  -1.170  -5.122
H  -3.693  0.170  -5.693
H  2.037  1.014  -7.773
H  1.351  2.286  -8.882
H  1.362  0.766  -9.487
H  -0.435  3.716  -4.660
H  -0.012  4.080  -6.308
H  0.851  2.737  -5.450
C  -8.471  -4.286  4.811
O  -7.800  -4.044  3.589
P  -6.405  -4.785  3.243
O  -5.337  -4.740  4.233
O  -6.991  -6.280  2.829
C  -6.140  -7.106  2.001
O  -5.988  -4.016  1.819
C  -5.257  -2.868  1.700
H  -7.964  -4.809  5.623
H  -9.464  -4.676  4.589
H  -8.750  -3.306  5.197
H  -5.552  -7.801  2.600
H  -5.464  -6.559  1.343
H  -6.781  -7.701  1.350
H  -5.351  -2.463  0.692
H  -4.216  -3.133  1.882
H  -5.779  -2.200  2.386
C  5.750  1.195  0.215
O  7.028  0.539  0.459
P  7.045  -0.801  1.379
O  6.006  -1.831  1.158
O  8.568  -1.328  1.111
C  9.053  -1.475  -0.257
O  7.180  -0.229  2.877
C  8.041  0.889  3.174
H  5.657  1.525  -0.820
H  5.587  2.115  0.776
H  4.856  0.576  0.292
H  8.253  -1.505  -0.996
H  9.657  -2.363  -0.445
H  9.596  -0.546  -0.427
H  8.380  1.424  2.286
H  8.971  0.545  3.625
H  7.565  1.693  3.736
C  3.391  1.633  5.610
C  3.931  2.566  4.618
O  3.159  3.023  3.768
N  5.192  2.924  4.662
C  5.889  3.849  3.752
H  2.583  2.129  6.147
H  4.170  1.319  6.304
H  3.117  0.739  5.050
H  5.603  2.681  5.552
H  5.416  4.810  3.550
H  6.283  3.387  2.847
H  6.809  4.062  4.297

Forces on atoms 1 to 6 (eV/Å):
-0.52 -0.88 0.26
0.47 1.84 -1.26
-0.53 -1.81 -0.36
-0.29 0.84 2.08
0.50 -0.29 -0.16
0.17 0.29 -0.06

The charge is 0. The multiplicity is 1. The value obtained for the largest force on an atom is 5.56 eV/Å. The calculation puts the orbital gap at 9.8 eV. Its total energy is -7815.56625 Eh. The highest occupied orbital energy comes out at -9.9 eV.